(1)
{
  "formula": "C3H4CeO2",
  "method": "ωB97M-V/def2-TZVPD",
  "multiplicity": 3,
  "s_squared": 2.00,
  "de_lowest_kcal_mol": 36.0,
  "fmax_ev_per_a": 2.59,
  "charge": 2,
  "elements": ["C", "C", "H", "H", "C", "O", "Ce", "H", "O", "H"],
  "coordinates": [[0.883, 0.919, -0.847], [0.852, 0.073, 0.363], [0.748, 0.559, 1.342], [1.700, -0.631, 0.234], [-0.384, -0.783, -0.079], [-1.388, -0.949, 0.602], [-3.466, -2.644, 0.899], [-0.204, -1.417, -0.966], [0.931, 2.172, -0.501], [0.329, 2.700, -1.046]],
  "nbo_charge": [0.2929, -0.6580, 0.2561, 0.3016, 0.5381, -0.7666, 1.9621, 0.1731, -0.6298, 0.5306]
}

***

(2)
{
  "formula": "C4H6FNO",
  "method": "ωB97M-V/def2-TZVPD",
  "de_lowest_kcal_mol": 26.4,
  "fmax_ev_per_a": 2.82,
  "smiles": "C=C(F)C(=O)NC",
  "elements": ["C", "C", "F", "C", "O", "N", "C", "H", "H", "H", "H", "H", "H"],
  "coordinates": [[2.439, -0.743, -0.496], [1.414, 0.095, -0.433], [1.085, 0.823, -1.535], [0.193, 0.000, 0.644], [0.200, -0.362, 1.804], [-0.874, 0.222, -0.161], [-2.138, 0.279, 0.474], [3.018, -0.705, -1.419], [2.719, -1.486, 0.298], [-0.713, 0.916, -0.972], [-2.375, 1.391, 0.783], [-2.853, 0.052, -0.287], [-2.116, -0.482, 1.301]],
  "nbo_charge": [-0.4551, 0.2916, -0.3479, 0.6392, -0.5872, -0.6214, -0.4230, 0.2167, 0.2415, 0.4216, 0.1856, 0.1999, 0.2386]
}

***

(3)
{
  "formula": "C3H7NOS",
  "method": "ωB97M-V/def2-TZVPD",
  "de_lowest_kcal_mol": 145.0,
  "fmax_ev_per_a": 3.87,
  "elements": ["C", "C", "C", "N", "O", "S", "H", "H", "H", "H", "H", "H", "H"],
  "coordinates": [[1.852, 0.969, -0.689], [-1.143, -0.458, 1.181], [0.558, 1.100, -0.665], [-0.230, -1.890, -0.424], [-0.075, -2.636, -1.620], [-0.703, -0.441, -0.626], [-0.384, -3.543, -1.348], [2.472, 0.057, -0.785], [2.585, 1.818, -0.954], [-0.757, -1.401, 1.500], [-2.213, -0.239, 1.400], [-0.597, 0.299, 1.554], [0.072, 2.073, -0.570]],
  "nbo_charge": [-0.4042, -0.7020, -0.4097, -0.6544, -0.6057, 0.9741, 0.4669, 0.2172, 0.2044, 0.2670, 0.2289, 0.2062, 0.2112]
}

***

(4)
{
  "formula": "C4H12N2O2",
  "method": "ωB97M-V/def2-TZVPD",
  "de_lowest_kcal_mol": 112.6,
  "fmax_ev_per_a": 2.76,
  "elements": ["C", "C", "N", "N", "O", "H", "H", "H", "H", "H", "H", "H", "H", "C", "C", "O", "H", "H", "H", "H"],
  "coordinates": [[-0.967, -0.063, 0.421], [0.722, 2.010, -0.349], [-1.840, 1.017, 0.063], [1.679, 1.622, 0.434], [-0.429, 0.042, 1.709], [0.428, -0.425, 1.681], [-1.557, -0.978, 0.334], [-2.814, 0.748, 0.164], [-1.715, 1.848, 0.628], [1.613, 1.922, 1.400], [1.924, 0.470, 0.304], [0.723, 1.680, -1.375], [0.035, 2.794, -0.057], [-0.024, -2.354, -0.779], [0.526, -0.950, -0.636], [1.600, -0.847, 0.106], [0.523, -0.406, -1.590], [-0.959, -2.364, -1.342], [-0.181, -2.806, 0.201], [0.711, -2.958, -1.316]],
  "nbo_charge": [0.1616, 0.0855, -0.8790, -0.6495, -0.7683, 0.4905, 0.1348, 0.3679, 0.3533, 0.3915, 0.4633, 0.2043, 0.1869, -0.6610, 0.1752, -0.8119, 0.1180, 0.2067, 0.2118, 0.2183]
}

***

(5)
{
  "formula": "C6H12",
  "method": "ωB97M-V/def2-TZVPD",
  "de_lowest_kcal_mol": 51.6,
  "fmax_ev_per_a": 2.75,
  "smiles": "C=C[C@@H](C)CC",
  "elements": ["C", "C", "C", "C", "C", "C", "H", "H", "H", "H", "H", "H", "H", "H", "H", "H", "H", "H"],
  "coordinates": [[0.156, 1.734, -0.704], [-0.780, 0.795, -0.912], [-0.564, -0.671, -0.646], [0.777, -1.267, -1.078], [-0.744, -0.562, 0.902], [0.315, 0.278, 1.592], [1.212, 1.557, -0.889], [-0.112, 2.773, -0.566], [-1.827, 1.096, -0.946], [-1.373, -1.276, -1.085], [0.880, -2.297, -0.713], [1.620, -0.690, -0.687], [0.869, -1.288, -2.170], [-1.789, -0.288, 1.121], [-0.483, -1.419, 1.529], [0.483, 1.249, 0.951], [1.252, -0.306, 1.620], [-0.001, 0.514, 2.616]],
  "nbo_charge": [-0.4604, -0.1643, -0.2608, -0.6111, -0.4159, -0.6122, 0.2031, 0.2114, 0.1995, 0.2125, 0.2121, 0.2046, 0.2161, 0.2072, 0.2254, 0.2219, 0.1956, 0.2155]
}

***

(6)
{
  "formula": "C22H28N5O4Pt",
  "method": "ωB97M-V/def2-TZVPD",
  "multiplicity": 3,
  "s_squared": 2.01,
  "de_lowest_kcal_mol": 7.5,
  "fmax_ev_per_a": 0.42,
  "charge": 1,
  "elements": ["Pt", "O", "C", "O", "C", "C", "C", "C", "C", "C", "N", "O", "O", "H", "H", "H", "H", "N", "C", "C", "C", "C", "C", "C", "H", "H", "H", "H", "H", "H", "H", "C", "C", "N", "C", "C", "N", "C", "C", "H", "H", "H", "H", "H", "H", "H", "H", "H", "H", "H", "H", "C", "C", "C", "N", "H", "H", "H", "H", "H"],
  "coordinates": [[-0.249, 0.269, 0.280], [-0.363, -2.042, -0.089], [-1.501, -1.858, -0.584], [-1.960, -0.666, -0.704], [-2.326, -3.007, -1.036], [-3.711, -2.898, -1.046], [-4.483, -3.977, -1.440], [-3.837, -5.129, -1.839], [-2.464, -5.260, -1.855], [-1.701, -4.183, -1.434], [-4.667, -6.287, -2.271], [-5.869, -6.177, -2.171], [-4.085, -7.253, -2.709], [-4.180, -1.971, -0.747], [-5.562, -3.936, -1.448], [-2.016, -6.186, -2.185], [-0.622, -4.253, -1.411], [-1.475, 2.121, -0.151], [-0.844, 3.384, -0.476], [-1.165, 4.524, 0.239], [-0.540, 5.726, -0.070], [0.384, 5.789, -1.101], [0.685, 4.642, -1.826], [0.079, 3.437, -1.509], [-2.003, 1.747, -0.936], [-2.131, 2.239, 0.615], [-1.900, 4.479, 1.036], [-0.789, 6.616, 0.492], [0.862, 6.728, -1.346], [1.394, 4.687, -2.641], [0.299, 2.540, -2.073], [1.979, -0.167, -1.638], [3.480, -0.303, -2.013], [4.322, -0.153, -0.828], [4.110, 1.170, -0.247], [2.617, 1.375, 0.127], [1.863, 0.126, -0.181], [2.468, -1.004, 0.586], [3.950, -1.171, 0.152], [1.419, -1.081, -1.826], [1.501, 0.648, -2.179], [3.764, 0.459, -2.739], [3.674, -1.277, -2.460], [4.431, 1.925, -0.964], [4.741, 1.263, 0.636], [2.158, 2.183, -0.440], [2.486, 1.591, 1.184], [1.877, -1.893, 0.392], [2.380, -0.756, 1.643], [4.106, -2.153, -0.293], [4.614, -1.088, 1.012], [-1.444, 0.674, 5.276], [0.034, 0.691, 4.869], [0.202, 0.839, 3.416], [0.324, 0.968, 2.283], [-1.512, 0.578, 6.358], [-1.965, -0.166, 4.822], [-1.941, 1.597, 4.982], [0.535, -0.232, 5.162], [0.568, 1.513, 5.344]],
  "nbo_charge": [1.1829, -0.7110, 0.7593, -0.7509, -0.0882, -0.1740, -0.1999, 0.0522, -0.1997, -0.1724, 0.5299, -0.3595, -0.3581, 0.2336, 0.2605, 0.2605, 0.2338, -0.8555, 0.2131, -0.2698, -0.1774, -0.2113, -0.1741, -0.2856, 0.4177, 0.4005, 0.2159, 0.2295, 0.2309, 0.2255, 0.2130, -0.2607, -0.2540, -0.3946, -0.2542, -0.2612, -0.4266, -0.2687, -0.2533, 0.2288, 0.2072, 0.2132, 0.2178, 0.2149, 0.2132, 0.2206, 0.2183, 0.2452, 0.2069, 0.2157, 0.2139, -0.5909, -0.5184, 0.4605, -0.4847, 0.2396, 0.2249, 0.2211, 0.2668, 0.2671]
}